No. 1
This record from the Open Molecules 2025 dataset describes 2 unconnected molecules or ions with the total composition CH6N2O2 in a non-equilibrium geometry. The level of theory is ωB97M-V with the def2-TZVPD basis set.

Results
Multiplicity: 1
Relative energy (zero: lowest compared OMol25 entry of this formula, charge and spin) in kcal/mol: 105.00
SMILES: [H]/N=C\N.OO
Orbital gap in eV: 10.849
Highest occupied orbital energy in eV: -10.09
Total energy in eV: -8206.32200

```
11
Properties=species:S:1:pos:R:3:forces:R:3:nbo_charge:R:1
H 2.651 -1.239 -0.447 0.0 0.2 0.1 0.322
N 2.748 -0.243 -0.669 -0.8 0.4 0.0 -0.665
C 1.758 0.450 -0.262 1.1 0.1 -0.7 0.278
N 0.635 0.021 0.442 0.2 -1.0 0.1 -0.854
H 1.754 1.529 -0.521 -0.1 -0.6 0.3 0.167
H 0.787 -0.925 0.818 -0.2 0.6 -0.1 0.375
H 0.425 0.659 1.185 -0.4 0.3 0.4 0.384
O -3.087 0.494 -0.482 -0.1 0.0 0.4 -0.458
O -2.396 -0.748 -0.278 -1.4 -0.5 -0.3 -0.469
H -3.748 0.474 0.237 0.4 -0.1 -0.4 0.455
H -1.527 -0.472 -0.023 1.2 0.7 0.2 0.466
```
Positions in Å, forces in eV/Å.



No. 2
This record from the Open Molecules 2025 dataset describes a single C5H7FS molecule in a non-equilibrium geometry. The level of theory is ωB97M-V with the def2-TZVPD basis set.

Results
Multiplicity: 1
Relative energy (zero: lowest compared OMol25 entry of this formula, charge and spin) in kcal/mol: 44.60
SMILES: F[C@H]1CC[C@H]2S[C@@H]12
Orbital gap in eV: 9.932
Highest occupied orbital energy in eV: -9.10
Total energy in eV: -18848.70521

```
14
Properties=species:S:1:pos:R:3:forces:R:3:nbo_charge:R:1
F 2.083 -1.704 -0.238 -2.2 2.5 0.3 -0.405
C 1.116 -0.571 0.164 -1.6 -3.4 -4.9 0.227
C 0.784 0.529 -0.783 -2.9 0.3 -2.0 -0.455
C -0.529 1.157 -0.126 0.6 0.4 1.4 -0.392
C -1.253 -0.075 0.487 -0.4 3.3 -2.0 -0.289
S -1.721 -1.480 -0.544 -0.4 0.3 -1.4 0.161
C -0.334 -1.091 0.440 5.2 -3.0 1.2 -0.364
H 1.554 -0.266 1.008 1.4 1.2 3.4 0.176
H 0.264 0.193 -1.826 2.0 0.2 2.4 0.235
H 1.416 1.361 -0.942 1.3 0.4 -0.4 0.226
H -0.414 1.986 0.698 0.3 -1.8 -1.3 0.213
H -0.989 1.657 -0.939 -1.0 0.4 -0.5 0.220
H -1.762 0.037 1.359 -1.8 0.6 2.2 0.224
H -0.215 -1.732 1.241 -0.4 -1.4 1.8 0.224
```
Positions in Å, forces in eV/Å.



No. 3
This record from the Open Molecules 2025 dataset describes a molecular structure, C35H39FN5O2RuSSi in a non-equilibrium geometry. The level of theory is ωB97M-V with the def2-TZVPD basis set.

Results
⟨S²⟩: 8.797
Multiplicity: 6
Relative energy (zero: lowest compared OMol25 entry of this formula, charge and spin) in kcal/mol: 0.00
Charge: +2
Orbital gap (spin up / spin down) in eV: 8.338 / 6.466
Highest occupied orbital energy (spin up / spin down) in eV: -13.23 / -13.66
Total energy in eV: -72471.53241

```
85
Properties=species:S:1:pos:R:3:forces:R:3:mulliken_charge:R:1
Ru 0.690 0.624 0.374 0.5 -0.7 -0.2 0.212
O -0.115 0.131 -6.624 0.0 0.1 0.0 -0.499
C 0.017 -1.079 -5.920 0.0 -0.1 0.0 -0.552
C 0.474 -0.792 -4.520 0.0 0.1 0.1 0.284
C 0.719 -1.818 -3.615 0.0 0.0 0.0 -1.065
C 1.104 -1.492 -2.330 -0.1 -0.1 0.0 -0.651
N 1.247 -0.240 -1.900 -0.1 0.4 0.1 -0.307
C 1.085 0.754 -2.787 -0.1 -0.3 -0.1 0.482
C 0.690 0.511 -4.095 0.0 0.1 0.0 -0.375
C 1.435 2.111 -2.309 0.2 0.3 0.0 0.031
C 1.604 3.172 -3.186 0.0 0.0 0.0 -0.425
C 2.086 4.391 -2.727 -0.1 -0.2 -0.1 0.647
C 2.251 5.555 -3.676 0.0 0.1 0.0 -0.880
O 2.108 5.209 -5.030 -0.1 -0.1 0.0 -0.530
C 2.401 4.490 -1.378 0.0 0.0 -0.1 -1.121
C 2.177 3.401 -0.558 0.1 0.2 0.0 -0.557
N 1.689 2.241 -0.997 -0.4 -0.2 0.1 0.107
H -0.306 -0.051 -7.548 0.0 0.0 0.0 0.326
H 0.745 -1.747 -6.395 0.0 0.0 0.0 0.377
H -0.937 -1.619 -5.865 0.0 0.0 0.0 0.317
H 0.612 -2.858 -3.898 0.0 0.0 0.0 0.536
H 1.328 -2.272 -1.621 -0.1 -0.1 0.1 0.671
H 0.542 1.312 -4.801 0.0 0.0 0.0 0.631
H 1.381 3.076 -4.238 0.0 0.0 0.0 0.755
H 3.200 6.063 -3.480 0.0 0.0 0.0 0.421
H 1.456 6.274 -3.463 0.0 0.0 0.0 0.319
H 2.910 4.783 -5.351 0.1 0.1 0.0 0.318
H 2.823 5.398 -0.969 0.0 0.0 0.0 0.464
H 2.424 3.461 0.493 -0.1 -0.1 0.0 0.697
C -2.983 -0.579 1.378 0.1 0.4 -0.1 -1.223
Si -2.684 1.058 0.465 -0.5 -0.7 -0.6 0.248
C -4.321 1.981 0.486 0.3 0.1 0.0 -1.386
C -2.126 0.774 -1.321 -0.2 0.2 0.5 -0.462
N -1.223 1.798 1.154 0.4 0.5 0.3 0.666
C -1.135 2.966 1.796 -0.2 -0.2 -0.1 0.458
C -2.233 3.857 2.013 -0.1 0.2 0.1 -0.127
C -2.076 5.059 2.656 -0.2 0.0 0.0 -0.999
C -0.833 5.452 3.159 0.0 -0.1 0.0 -0.446
C 0.270 4.615 2.995 0.1 0.0 0.0 -0.701
C 0.102 3.436 2.331 0.1 0.0 0.0 0.324
F 1.175 2.638 2.175 0.1 -0.3 0.0 -0.144
H -3.987 -0.573 1.803 0.0 0.0 0.0 0.577
H -2.283 -0.739 2.201 0.0 0.0 0.0 0.267
H -2.935 -1.422 0.684 0.0 0.0 0.0 0.336
H -5.071 1.341 0.014 0.1 -0.1 0.0 0.438
H -4.305 2.921 -0.069 0.0 0.0 0.0 0.395
H -4.674 2.179 1.500 0.0 0.0 0.0 0.411
H -2.890 0.253 -1.900 0.0 0.0 0.0 0.472
H -1.216 0.169 -1.347 0.0 -0.1 -0.1 -0.138
H -1.922 1.729 -1.813 0.0 0.0 0.0 0.263
H -3.209 3.575 1.654 0.1 0.1 0.0 0.220
H -2.933 5.707 2.777 0.0 0.0 0.0 0.461
H -0.728 6.392 3.681 0.0 0.0 0.0 0.434
H 1.247 4.870 3.384 0.0 0.0 0.0 0.502
N 0.073 -1.521 0.717 0.0 0.6 -0.2 0.749
S 1.022 -2.774 1.001 -0.6 -0.3 0.3 -0.161
C 0.688 -3.329 2.683 0.3 0.1 -0.2 0.727
C -0.598 -3.677 3.069 0.0 0.0 0.1 -0.456
C -0.820 -4.063 4.381 -0.1 0.0 -0.1 -0.767
C 0.237 -4.112 5.283 0.0 0.0 0.0 -0.429
C 1.521 -3.777 4.880 0.0 0.0 0.0 -0.685
C 1.753 -3.375 3.571 0.0 0.0 -0.1 -0.435
C 0.317 -4.195 0.132 0.2 0.3 0.0 0.430
C -0.825 -4.061 -0.636 0.0 0.1 0.1 0.193
C -1.336 -5.184 -1.274 0.0 0.0 0.0 -0.807
C -0.701 -6.411 -1.143 0.0 0.0 0.0 -0.561
C 0.466 -6.518 -0.397 0.1 0.0 0.0 -0.683
C 0.987 -5.405 0.243 0.0 0.0 0.0 -0.668
H -0.893 -1.676 0.980 0.0 -0.2 0.0 -0.677
H -1.414 -3.667 2.356 0.0 0.0 0.0 0.413
H -1.818 -4.343 4.691 0.0 0.0 0.0 0.440
H 0.058 -4.429 6.302 0.0 0.0 0.0 0.441
H 2.347 -3.843 5.576 0.0 0.0 0.0 0.467
H 2.748 -3.113 3.230 0.0 0.0 0.0 0.548
H -1.304 -3.095 -0.740 0.0 0.0 0.0 0.509
H -2.233 -5.093 -1.872 0.0 0.0 0.0 0.466
H -1.112 -7.288 -1.625 0.0 0.0 0.0 0.426
H 0.976 -7.468 -0.316 0.0 0.0 0.0 0.430
H 1.896 -5.476 0.829 0.0 -0.1 0.0 0.448
C 2.176 -0.111 4.593 -0.1 0.0 0.4 -1.073
C 2.210 -0.055 3.151 0.2 -0.1 -0.3 0.871
N 2.228 -0.016 2.004 -0.1 0.3 0.1 -0.627
H 3.126 -0.468 4.989 0.0 0.0 -0.1 0.376
H 1.379 -0.786 4.908 0.0 0.0 0.0 0.267
H 1.981 0.884 4.993 0.0 0.0 0.0 0.350
```
Positions in Å, forces in eV/Å.